C9H5F2N2O5RhTe4 | ωB97M-V/def2-TZVPD

Element x y z (Å)
Rh  0.2788  0.0698  -0.0538
Te  -0.0302  2.5660  -0.7431
Te  0.7416  4.4506  -2.5336
Te  -3.1769  2.5062  1.5517
Te  -0.8985  1.2426  1.8685
O  1.4152  -1.4315  -1.2894
N  1.2705  -2.3938  -0.4786
O  1.7653  -3.4855  -0.6987
O  0.5933  -2.1639  0.5546
O  -2.0864  -0.7905  1.9123
C  -2.3353  -1.2060  0.7589
N  -1.7338  -0.8317  -0.3762
C  -2.3033  -1.5185  -1.4357
O  -1.9926  -1.4453  -2.6008
C  -3.3929  -2.4000  -0.8832
C  -4.2647  -3.2785  -1.4902
C  -5.1534  -3.9665  -0.6674
C  -5.1579  -3.7704  0.7119
C  -4.2764  -2.8785  1.3150
C  -3.4024  -2.2041  0.4871
H  -4.2507  -3.4216  -2.5629
H  -5.8536  -4.6693  -1.1040
H  -5.8596  -4.3257  1.3232
H  -4.2724  -2.7115  2.3838
F  2.6264  -0.4778  1.3473
C  2.1342  0.5378  0.5302
F  2.3278  1.6761  1.2937
H  2.8292  0.6069  -0.3127

Summary:
* HOMO energy (alpha / beta): -0.70 / -0.70 eV
* ΔE to the lowest compared entry with this formula, charge and spin: 43.6 kcal/mol
* energy: -2214.0293 a.u.
* E_LUMO (alpha / beta): 3.9 / 3.9 eV
* net charge: -2
* orbital gap (alpha / beta): 4.60 / 4.59 eV

C9H5IN2 | ωB97M-V/def2-TZVPD

Element x y z (Å)
I  1.0684  -3.1599  -3.5464
N  1.2554  -1.9198  -1.9726
C  0.3086  -1.2154  -1.4817
C  -1.0545  -1.1318  -2.0049
C  -2.0829  -0.4006  -1.4992
C  -1.7371  0.3451  -0.3669
C  -1.4414  1.0940  0.7148
C  -0.3883  0.3115  0.1950
C  0.6462  -0.4137  -0.2724
C  1.9268  -0.4527  0.3272
N  3.0926  -0.9407  0.3678
C  2.7407  0.0517  1.4248
H  -1.2191  -1.7238  -2.8949
H  -3.0640  -0.3965  -1.9495
H  -1.7552  1.7911  1.4527
H  3.2104  1.0236  1.3506
H  2.5973  -0.3114  2.4335

Summary:
* HOMO energy: -8.26 eV
* ΔE to the lowest compared entry with this formula, charge and spin: 32.9 kcal/mol
* energy: -752.9384 a.u.
* E_LUMO: -1.1 eV
* SMILES: I/N=c1\ccc2cc-2c1C1=NC1
* orbital gap: 7.12 eV

> ΔE to the lowest compared entry with this formula, charge and spin of number 2 (C9H5IN2)?

32.9 kcal/mol

Copy entry 2 word for word.
C9H5IN2 | ωB97M-V/def2-TZVPD

Element x y z (Å)
I  1.0684  -3.1599  -3.5464
N  1.2554  -1.9198  -1.9726
C  0.3086  -1.2154  -1.4817
C  -1.0545  -1.1318  -2.0049
C  -2.0829  -0.4006  -1.4992
C  -1.7371  0.3451  -0.3669
C  -1.4414  1.0940  0.7148
C  -0.3883  0.3115  0.1950
C  0.6462  -0.4137  -0.2724
C  1.9268  -0.4527  0.3272
N  3.0926  -0.9407  0.3678
C  2.7407  0.0517  1.4248
H  -1.2191  -1.7238  -2.8949
H  -3.0640  -0.3965  -1.9495
H  -1.7552  1.7911  1.4527
H  3.2104  1.0236  1.3506
H  2.5973  -0.3114  2.4335

Summary:
* HOMO energy: -8.26 eV
* ΔE to the lowest compared entry with this formula, charge and spin: 32.9 kcal/mol
* energy: -752.9384 a.u.
* E_LUMO: -1.1 eV
* SMILES: I/N=c1\ccc2cc-2c1C1=NC1
* orbital gap: 7.12 eV